One molecule with the formula C3H6N4S in a non-equilibrium geometry. Source: the Open Molecules 2025 dataset; level of theory: ωB97M-V/def2-TZVPD.

```
14
Properties=species:S:1:pos:R:3:forces:R:3
H -2.39128 1.39993 -0.49987 -0.01 -0.76 0.04
H 0.43435 -1.62002 -1.02154 -0.76 -0.37 -0.30
H -3.26526 -0.05873 -0.09623 0.72 0.44 -0.31
N -2.38910 0.37885 -0.41137 -0.98 0.43 0.10
C 1.27369 -0.19600 -0.13932 0.04 0.33 0.04
N -1.35068 -1.33169 0.72689 1.04 0.77 -0.19
H 3.25556 -0.05275 0.10396 -0.35 0.24 0.18
C -1.27768 -0.18798 0.12331 0.16 -0.97 0.75
H -0.41157 -1.63752 1.05455 -0.88 0.28 -0.37
H 2.40501 1.39640 0.49143 -0.11 -0.42 -0.03
N 2.38687 0.38404 0.40708 0.47 0.01 -0.19
N 1.34180 -1.31989 -0.73997 0.57 0.54 0.38
S -0.00788 2.22893 -0.00242 0.03 -0.04 0.02
C -0.00384 0.61644 0.00351 0.06 -0.48 -0.11
```
Forces are in eV/Å.

Properties
* frontier orbital gap: 0.296 Eh
* HOMO level: -9.523 eV
* energy relative to the best compared isomer or geometry (same formula, charge and spin): 18.3 kcal per mole